This record from OMol25 describes a structure of composition C27H75FN13O10P4Ti at a distorted geometry. The level of theory is wB97M-V/def2-TZVPD.

The geometry in XYZ format:
```
131
Properties=species:S:1:pos:R:3:forces:R:3
Ti 3.093696 -3.591571 0.719945 -1.08 1.37 -0.86
N 0.368433 -2.574065 0.933381 0.19 0.24 0.65
O -0.829483 -2.281418 0.990056 1.06 -0.34 -0.23
O 0.800112 -3.539514 0.250875 0.09 -0.79 -0.46
O 1.250310 -1.960305 1.583211 -0.03 0.24 0.15
C -0.992606 -3.808638 4.185212 -0.82 0.95 0.27
C -1.422865 -2.319765 4.336624 0.09 -1.19 0.30
O -0.512078 -1.875081 5.328949 -0.74 0.58 -0.57
C 0.589306 -2.643612 5.283449 0.98 0.93 1.01
O 1.598899 -2.351558 5.851177 -0.30 -0.40 -0.35
O 0.379157 -3.716725 4.545185 0.39 -1.28 -0.79
F -2.675062 -2.181026 4.841022 0.15 -0.24 0.04
H -1.160533 -4.203824 3.187390 0.43 0.08 -0.08
H -1.508859 -4.438061 4.913441 -0.09 0.12 0.00
H -1.343134 -1.761981 3.402171 0.06 0.22 0.15
O 1.597873 3.942396 5.829338 -0.09 0.22 -0.69
P 0.777720 3.000544 5.044748 -0.55 -1.19 -0.70
N 1.680573 1.738310 4.384988 0.77 -0.72 1.23
C 2.941643 2.098890 3.778915 0.38 0.73 -0.06
C 1.166525 0.515070 3.764336 -0.83 1.37 -0.39
N -0.014769 3.656067 3.689512 0.25 0.22 1.19
C 0.346098 4.954946 3.151176 -0.09 0.51 0.82
C -1.041020 2.900231 2.996735 0.38 0.74 -0.65
N -0.450761 2.208424 5.890791 0.35 0.13 -1.14
C -1.560676 3.029370 6.343757 0.38 0.37 0.43
C -0.125928 1.094856 6.767692 0.44 0.17 0.29
H 3.357566 3.001636 4.229897 -0.16 -0.02 0.08
H 2.833532 2.299831 2.701614 -0.12 -0.02 -0.07
H 3.714573 1.331346 3.872652 -0.25 -0.26 0.17
H 1.887479 -0.299318 3.749149 0.19 0.15 0.10
H 0.923905 0.848321 2.746975 -0.07 -0.88 -0.30
H 0.251413 0.177509 4.245884 0.05 0.04 -0.01
H -0.380523 5.730492 3.424586 -0.34 -0.12 -0.26
H 1.252235 5.324818 3.632932 0.21 -0.32 -0.18
H 0.465875 4.959548 2.067776 0.08 -0.21 -0.05
H -1.560220 2.228102 3.672771 0.05 -0.05 -0.07
H -1.738918 3.610863 2.541568 -0.27 -0.05 0.28
H -0.612728 2.369515 2.137416 -0.10 -0.36 0.14
H -1.390058 3.345971 7.379916 -0.15 -0.11 0.07
H -1.614716 3.960118 5.777878 -0.11 -0.17 -0.23
H -2.508123 2.491528 6.285143 -0.01 -0.03 -0.06
H -1.024667 0.527689 7.012247 -0.05 0.02 -0.10
H 0.327431 1.453045 7.699745 -0.11 -0.04 0.09
H 0.596248 0.428703 6.301194 -0.10 0.00 0.03
O 2.059833 -1.445019 -5.887054 -0.49 0.13 0.60
P 0.608134 -1.249462 -5.653551 -1.37 0.16 0.00
N -0.367551 -1.544057 -6.996128 -0.69 -0.49 1.00
C -0.633661 -2.913835 -7.409448 0.46 -0.20 -0.67
C -0.291702 -0.566711 -8.079955 0.34 -0.51 -0.12
N 0.198758 0.316972 -5.300196 1.50 1.24 -0.33
C 1.248439 1.340410 -5.137416 -0.99 -0.22 -0.70
C -1.127149 0.770042 -4.928760 -0.11 -1.06 -0.26
N -0.115610 -2.063337 -4.357927 0.22 -0.38 -0.59
C 0.670328 -2.273897 -3.165345 0.45 -0.42 0.97
C -1.379931 -2.783852 -4.323592 0.21 -0.33 -0.43
H -0.902981 -3.565202 -6.581501 0.15 0.09 -0.04
H 0.230575 -3.337682 -7.938113 0.06 -0.14 0.20
H -1.441748 -2.951467 -8.143196 -0.21 0.20 0.21
H -1.053061 0.212225 -8.014408 0.28 0.23 0.32
H -0.487724 -1.067617 -9.029533 0.11 -0.15 0.06
H 0.738432 -0.205878 -8.120496 -0.24 0.56 -0.24
H 0.970400 2.201071 -5.755074 0.10 0.12 0.07
H 1.276893 1.677405 -4.098538 0.44 -0.09 0.06
H 2.183022 0.954187 -5.534586 0.14 0.01 0.42
H -1.873029 0.388680 -5.632935 0.02 0.06 -0.08
H -1.410552 0.359892 -3.955847 -0.06 0.33 0.25
H -1.164088 1.855804 -4.955527 0.00 0.02 0.18
H 0.943417 -3.313508 -2.940864 -0.05 -0.22 -0.62
H 1.617048 -1.735172 -3.143902 -0.11 0.22 -0.34
H 0.128519 -2.018550 -2.247041 -0.29 0.41 -0.21
H -2.050414 -2.526558 -5.142455 0.14 0.34 0.05
H -1.902312 -2.606126 -3.382702 0.08 0.11 0.08
H -1.188701 -3.859418 -4.416796 -0.15 -0.10 0.22
O -6.431837 -1.474164 1.035026 0.53 0.13 0.16
P -5.278969 -0.621472 0.660019 0.79 -0.80 -0.54
N -4.367596 -1.288604 -0.601765 -0.46 1.66 -0.36
C -3.959845 -2.665173 -0.546458 0.07 -0.68 -0.08
C -3.454133 -0.456170 -1.406186 0.09 -0.40 1.00
N -4.164381 -0.443972 1.908947 -1.37 0.31 -0.06
C -4.702094 -0.558943 3.273269 -0.16 0.46 -0.41
C -2.853090 0.182859 1.776939 -0.47 -0.41 -0.75
N -5.726633 0.889030 0.079829 0.80 -0.36 -0.01
C -5.842602 1.942310 1.083919 -0.13 -0.11 -0.34
C -6.690870 0.908997 -1.023937 0.28 0.14 0.50
H -4.798559 -3.287760 -0.235151 0.15 0.00 0.27
H -3.064599 -2.821452 0.071379 -0.25 -0.02 0.20
H -3.667400 -3.022060 -1.540143 -0.19 0.19 -0.12
H -2.444847 -0.829869 -1.198970 0.17 0.04 -0.43
H -3.447628 0.577745 -1.068039 -0.33 0.05 -0.20
H -3.690840 -0.504465 -2.467558 0.06 -0.07 -0.13
H -3.887858 -0.649393 3.990457 -0.18 -0.32 -0.18
H -5.276469 0.327078 3.574795 -0.01 0.07 -0.07
H -5.387546 -1.403314 3.259834 0.16 -0.09 0.45
H -2.714766 0.811117 2.651414 0.54 -0.21 0.08
H -2.130029 -0.616045 1.585222 0.39 0.44 0.66
H -2.755487 0.829390 0.900814 -0.35 0.16 0.05
H -6.562802 1.637698 1.851895 0.28 0.25 0.32
H -4.845720 2.171921 1.461179 -0.20 -0.06 0.45
H -6.221027 2.865734 0.643652 0.01 -0.10 -0.23
H -6.266388 1.416987 -1.893329 -0.09 0.05 -0.02
H -7.567234 1.452485 -0.665675 -0.22 -0.17 -0.33
H -6.956588 -0.110839 -1.296799 -0.15 0.07 -0.04
O 3.763582 -1.895043 -0.886707 -0.59 -0.46 0.91
P 4.221376 -0.500402 -1.147923 1.18 2.22 -1.30
N 5.073116 -0.369362 -2.613534 0.95 0.06 0.78
C 6.535752 -0.499940 -2.617030 -0.32 0.61 1.06
C 4.423510 -0.705653 -3.869865 -2.43 -0.50 0.68
N 5.240604 0.107893 0.042994 0.12 -1.14 -0.39
C 5.210855 1.388613 0.712310 -1.18 0.96 -0.38
C 6.269617 -0.785350 0.562110 0.11 -0.28 0.55
N 3.080341 0.685449 -1.403133 -0.55 -0.58 0.26
C 1.687629 0.528831 -0.948539 0.39 -1.12 0.59
C 3.458618 2.062183 -1.705906 -0.25 0.04 0.14
H 6.940980 0.219420 -1.897530 0.04 0.01 -0.08
H 6.937213 -0.211315 -3.583414 -0.03 -0.34 -0.13
H 6.882503 -1.473981 -2.259877 0.12 -0.19 -0.60
H 5.088237 -0.875201 -4.706240 0.19 0.08 0.11
H 3.624322 0.005786 -4.120715 0.71 0.53 -0.20
H 3.748183 -1.565392 -3.734381 0.73 -0.48 -0.28
H 5.625334 1.314985 1.714298 0.26 -0.06 -0.10
H 5.661832 2.197383 0.126789 0.64 -0.22 0.19
H 4.199136 1.782494 0.850788 -0.12 -0.50 0.09
H 6.582709 -1.526444 -0.171701 -0.10 -0.04 0.10
H 7.159567 -0.239112 0.882564 0.00 0.21 -0.38
H 5.936597 -1.291592 1.477136 -0.13 -0.17 -0.16
H 1.187237 -0.286185 -1.470689 -0.03 0.27 -0.39
H 1.663248 0.178792 0.089739 -0.11 0.49 0.18
H 1.127566 1.450711 -1.065802 0.08 0.07 -0.01
H 4.506159 2.146993 -1.980823 -0.02 -0.13 -0.17
H 3.283346 2.707650 -0.840217 0.06 0.00 0.06
H 2.822151 2.457070 -2.499838 0.16 -0.11 -0.22
```
Positions in Å, forces in eV/Å.

## Properties
HOMO-LUMO gap (alpha / beta)	6.38 / 8.13	eV
relative energy (zero: lowest compared OMol25 entry of this formula, charge and spin)	0.0000	eV
strongest force on any atom	2.831	eV/A
spin multiplicity	4
expectation value of S²	3.751